This record from the OMol25 dataset describes a gas-phase ion, C4H8NO (charge +1) in a non-equilibrium geometry. The level of theory is ωB97M-V/def2-TZVPD.

HOMO level, eV: -14.860
Energy, a.u.: -286.79595
Energy relative to the best compared isomer or geometry (same formula, charge and spin), kcal per mole: 92.0

The geometry in ORCA input format:
```
! RIJCOSX wB97M-V def2-TZVPD def2/J DEFGRID3
* xyz 1 1
C 0.73377 1.55054 1.16531
C 1.37734 0.70035 0.14622
C -0.73698 -1.92726 -1.30302
C -0.98606 -0.08644 0.11195
N -0.22995 -0.98142 -0.68229
O -0.05950 1.05867 0.08579
H 1.89227 1.40984 -0.58188
H 1.84207 -0.26892 0.28989
H -0.17727 -2.61343 -1.78675
H 0.82779 2.60745 1.03715
H -1.76879 -2.06077 -1.20097
H 0.52634 1.24295 2.27360
H -1.98605 0.25119 -0.24898
H -0.98362 -0.54948 1.09883
*
```